No. 1
{
  "formula": "C28H46N2O20S",
  "method": "ωB97M-V with the def2-TZVPD basis set",
  "relative_energy_kcal_mol": 0.0,
  "homo_lumo_gap_ha": 0.28392,
  "spin_multiplicity": 1,
  "e_lumo_ev": -1.19,
  "total_charge": 0,
  "smiles": "C[N+](=O)[O-].C[N+](=O)[O-].O=S1(=O)OCCO1.O=C1CCCO1.O=C1CCCO1.O=C1CCCO1.O=C1CCCO1.O=C1CCCO1.O=C1CCCO1",
  "e_tot_ev": -84539.028,
  "e_homo_ev": -8.92,
  "symbols": ["C", "N", "O", "O", "H", "H", "H", "C", "N", "O", "O", "H", "H", "H", "O", "C", "O", "C", "C", "C", "H", "H", "H", "H", "H", "H", "O", "C", "O", "C", "C", "C", "H", "H", "H", "H", "H", "H", "O", "C", "O", "C", "C", "C", "H", "H", "H", "H", "H", "H", "O", "C", "O", "C", "C", "C", "H", "H", "H", "H", "H", "H", "O", "C", "O", "C", "C", "C", "H", "H", "H", "H", "H", "H", "O", "C", "O", "C", "C", "C", "H", "H", "H", "H", "H", "H", "C", "C", "O", "S", "O", "O", "O", "H", "H", "H", "H"],
  "coordinates": [[1.129, 3.366, -5.663], [0.613, 2.831, -4.384], [0.813, 3.455, -3.341], [-0.019, 1.761, -4.431], [1.828, 4.156, -5.386], [0.195, 3.700, -6.114], [1.744, 2.696, -6.264], [-0.331, 0.338, -1.654], [-0.280, 0.101, -0.194], [-0.177, -1.057, 0.277], [-0.324, 1.103, 0.494], [-0.564, -0.566, -2.216], [0.618, 0.780, -1.956], [-0.994, 1.130, -2.003], [-1.981, 7.561, 0.185], [-1.730, 6.365, 0.155], [-0.819, 5.895, -0.638], [-0.501, 4.554, -0.435], [-1.768, 4.107, 0.424], [-2.333, 5.384, 1.062], [0.366, 4.389, 0.205], [-0.334, 3.932, -1.314], [-1.485, 3.286, 1.083], [-2.471, 3.539, -0.185], [-2.073, 5.494, 2.115], [-3.413, 5.293, 0.940], [2.449, -0.617, -2.115], [2.353, -1.232, -3.206], [2.073, -2.523, -3.341], [1.960, -2.907, -4.713], [1.890, -1.610, -5.471], [2.520, -0.589, -4.554], [1.139, -3.604, -4.882], [2.863, -3.464, -4.962], [0.839, -1.342, -5.574], [2.353, -1.525, -6.454], [2.114, 0.422, -4.550], [3.604, -0.517, -4.638], [5.885, -2.002, 1.320], [4.646, -1.922, 1.358], [3.839, -2.962, 1.337], [2.484, -2.537, 1.399], [2.625, -1.234, 2.103], [3.870, -0.701, 1.427], [1.811, -3.187, 1.959], [2.045, -2.593, 0.403], [2.750, -1.256, 3.186], [1.740, -0.605, 2.010], [4.416, 0.018, 2.037], [3.742, -0.196, 0.469], [2.939, 1.202, 4.436], [2.313, 2.240, 4.208], [2.250, 3.159, 5.104], [1.772, 4.380, 4.460], [0.892, 3.903, 3.309], [1.466, 2.564, 2.951], [2.581, 5.080, 4.254], [1.237, 4.735, 5.341], [0.942, 4.568, 2.447], [-0.138, 3.794, 3.649], [2.010, 2.562, 2.006], [0.769, 1.736, 3.081], [0.117, -4.080, 3.127], [-0.250, -3.031, 3.680], [0.505, -2.439, 4.657], [-0.052, -1.173, 5.052], [-1.051, -0.808, 3.924], [-1.497, -2.175, 3.420], [0.733, -0.417, 5.084], [-0.585, -1.228, 6.001], [-0.505, -0.272, 3.148], [-1.839, -0.125, 4.243], [-1.867, -2.220, 2.396], [-2.365, -2.511, 3.988], [-3.556, -3.157, 0.768], [-3.855, -2.016, 0.241], [-3.035, -1.493, -0.689], [-3.499, -0.183, -1.049], [-4.997, -0.182, -0.626], [-5.080, -1.129, 0.563], [-3.433, 0.042, -2.113], [-2.962, 0.603, -0.518], [-5.679, -0.446, -1.435], [-5.431, 0.754, -0.274], [-5.994, -1.709, 0.685], [-4.887, -0.622, 1.509], [-1.972, -4.972, -1.741], [-1.156, -4.176, -0.704], [0.271, -4.443, -0.906], [0.370, -5.658, -2.111], [0.152, -6.940, -1.425], [1.491, -5.495, -3.003], [-1.034, -5.124, -2.746], [-2.857, -4.415, -2.046], [-2.301, -5.911, -1.294], [-1.349, -4.587, 0.287], [-1.300, -3.096, -0.650]]
}

No. 2
{
  "formula": "C2H2O2",
  "method": "ωB97M-V with the def2-TZVPD basis set",
  "relative_energy_kcal_mol": 28.7,
  "homo_lumo_gap_ha": 0.36151,
  "spin_multiplicity": 1,
  "e_lumo_ev": -0.51,
  "total_charge": 0,
  "smiles": "O=CC=O",
  "e_tot_ev": -6198.811,
  "e_homo_ev": -10.34,
  "symbols": ["C", "C", "O", "O", "H", "H"],
  "coordinates": [[0.690, -0.764, -0.017], [0.697, 0.765, 0.003], [1.841, -1.065, 0.011], [1.850, 1.056, -0.008], [-0.180, -1.427, -0.047], [-0.169, 1.428, 0.048]]
}

No. 3
{
  "formula": "C20H21N6O4S2Ti",
  "method": "ωB97M-V with the def2-TZVPD basis set",
  "relative_energy_kcal_mol": 13.8,
  "homo_lumo_gap_ha": 0.23999,
  "spin_multiplicity": 1,
  "e_lumo_ev": 2.61,
  "total_charge": -1,
  "e_tot_ev": -83003.148,
  "e_homo_ev": -3.92,
  "symbols": ["Ti", "C", "C", "C", "C", "C", "C", "N", "C", "C", "C", "C", "C", "C", "N", "N", "C", "C", "C", "C", "C", "N", "H", "H", "H", "H", "H", "H", "H", "H", "H", "H", "H", "H", "H", "O", "S", "O", "O", "O", "C", "N", "C", "S", "N", "C", "H", "H", "H", "H", "H", "H", "H", "H"],
  "coordinates": [[1.071, 0.889, -0.810], [-1.587, -4.162, -0.528], [-0.849, -4.054, 0.646], [-0.221, -2.868, 0.979], [-0.341, -1.729, 0.168], [-1.054, -1.861, -1.024], [-1.662, -3.060, -1.366], [0.301, -0.531, 0.472], [0.341, -0.062, 1.798], [-0.420, -0.505, 2.878], [-0.261, 0.073, 4.137], [0.664, 1.090, 4.340], [1.423, 1.557, 3.273], [1.240, 1.008, 2.016], [1.881, 1.402, 0.852], [3.126, 2.009, 0.900], [3.707, 1.763, -0.243], [5.009, 2.310, -0.561], [5.606, 1.989, -1.730], [4.942, 1.127, -2.663], [3.704, 0.673, -2.352], [3.065, 0.947, -1.171], [-2.069, -5.093, -0.794], [-0.740, -4.909, 1.300], [0.383, -2.812, 1.874], [-1.112, -1.018, -1.705], [-2.199, -3.125, -2.305], [-1.130, -1.310, 2.749], [-0.853, -0.294, 4.964], [0.792, 1.522, 5.323], [2.143, 2.356, 3.389], [5.461, 2.968, 0.167], [6.583, 2.392, -1.971], [5.385, 0.875, -3.615], [3.134, 0.066, -3.046], [-1.143, 1.436, -3.304], [0.306, 1.392, -3.214], [1.002, 1.542, -4.455], [0.834, 2.348, -2.148], [0.702, 0.044, -2.521], [-4.211, 0.163, -1.473], [-3.004, 0.899, -1.180], [-2.480, 1.173, 0.013], [-1.180, 2.276, 0.120], [-2.974, 0.640, 1.153], [-3.606, -0.665, 1.302], [-4.581, 0.511, -2.436], [-4.974, 0.368, -0.721], [-4.045, -0.915, -1.533], [-2.449, 1.264, -1.975], [-2.399, 0.919, 1.936], [-4.690, -0.619, 1.202], [-3.373, -1.015, 2.305], [-3.199, -1.386, 0.593]]
}

No. 4
{
  "formula": "C5H11NO",
  "method": "ωB97M-V with the def2-TZVPD basis set",
  "relative_energy_kcal_mol": 72.5,
  "homo_lumo_gap_ha": 0.34134,
  "spin_multiplicity": 1,
  "e_lumo_ev": 0.74,
  "total_charge": 0,
  "e_tot_ev": -8898.552,
  "e_homo_ev": -8.55,
  "symbols": ["C", "C", "C", "C", "C", "O", "N", "H", "H", "H", "H", "H", "H", "H", "H", "H", "H", "H"],
  "coordinates": [[-0.960, 0.137, -0.395], [0.415, -0.190, 0.775], [-1.332, 1.603, -0.342], [0.466, -1.682, 1.068], [1.542, 0.327, 0.065], [-0.692, -0.210, -1.745], [1.973, 0.638, -1.040], [-0.572, -1.164, -1.802], [-1.787, -0.484, -0.023], [0.162, 0.420, 1.640], [1.272, 0.614, -1.787], [2.365, 0.231, 1.126], [-2.151, 1.817, -1.031], [-0.481, 2.227, -0.616], [-1.653, 1.868, 0.664], [1.163, -1.875, 1.882], [-0.522, -2.031, 1.368], [0.790, -2.244, 0.194]]
}

No. 5
{
  "formula": "C2H2N2O3",
  "method": "ωB97M-V with the def2-TZVPD basis set",
  "relative_energy_kcal_mol": 88.4,
  "homo_lumo_gap_ha": [0.27946, 0.28170],
  "spin_multiplicity": 1,
  "e_lumo_ev": [-1.77, -1.64],
  "total_charge": 0,
  "e_tot_ev": -11224.970,
  "e_homo_ev": [-9.38, -9.30],
  "symbols": ["C", "C", "N", "N", "O", "O", "O", "H", "H"],
  "coordinates": [[-2.289, 0.201, -0.116], [1.706, 0.583, -0.033], [-1.546, -0.740, -0.005], [-0.658, -1.456, 0.319], [-3.216, 0.893, -0.090], [1.809, -0.673, 0.109], [0.674, 1.160, -0.204], [0.946, -1.210, 0.163], [2.573, 1.241, -0.142]]
}

No. 6
{
  "formula": "C2HIN2O2",
  "method": "ωB97M-V with the def2-TZVPD basis set",
  "relative_energy_kcal_mol": 46.8,
  "homo_lumo_gap_ha": 0.34169,
  "spin_multiplicity": 1,
  "e_lumo_ev": -1.20,
  "total_charge": 0,
  "smiles": "N#C[C@@H](I)[N+](=O)[O-]",
  "e_tot_ev": -17261.500,
  "e_homo_ev": -10.50,
  "symbols": ["C", "C", "N", "N", "O", "O", "I", "H"],
  "coordinates": [[-0.167, 0.880, 1.111], [0.011, 0.372, -0.313], [-0.231, 1.413, 2.130], [-0.304, -1.104, -0.389], [-1.441, -1.420, -0.737], [0.656, -1.749, -0.200], [2.157, 0.623, -0.609], [-0.680, 0.984, -0.993]]
}

No. 7
{
  "formula": "C16H16AuF3N4O3S2",
  "method": "ωB97M-V with the def2-TZVPD basis set",
  "relative_energy_kcal_mol": 0.0,
  "homo_lumo_gap_ha": 0.28547,
  "spin_multiplicity": 1,
  "e_lumo_ev": -0.90,
  "total_charge": 0,
  "e_tot_ev": -62469.179,
  "e_homo_ev": -8.67,
  "symbols": ["Au", "C", "C", "N", "N", "C", "N", "S", "C", "C", "C", "C", "C", "N", "H", "H", "H", "H", "H", "H", "H", "H", "H", "F", "C", "F", "F", "C", "C", "C", "C", "C", "C", "C", "S", "O", "O", "O", "H", "H", "H", "H", "H", "H", "H"],
  "coordinates": [[0.886, 0.444, 1.185], [3.443, -2.496, -1.087], [2.431, -1.474, -0.680], [1.559, -1.619, 0.235], [1.489, -2.709, 1.036], [0.830, -2.484, 2.144], [0.620, -3.549, 2.950], [0.131, -0.992, 2.824], [2.401, -0.130, -1.339], [2.970, 0.058, -2.589], [2.918, 1.305, -3.192], [2.297, 2.351, -2.535], [1.756, 2.114, -1.284], [1.825, 0.918, -0.703], [3.439, -3.305, -0.361], [4.442, -2.061, -1.141], [3.204, -2.917, -2.067], [1.058, -4.415, 2.685], [0.356, -3.412, 3.909], [3.434, -0.776, -3.093], [3.353, 1.451, -4.171], [2.222, 3.336, -2.971], [1.236, 2.880, -0.724], [3.382, 1.590, 1.616], [2.601, 0.679, 2.236], [3.330, -0.442, 2.339], [2.390, 1.138, 3.476], [-4.354, 0.892, 5.686], [-3.715, 1.119, 4.344], [-4.292, 0.621, 3.180], [-3.703, 0.831, 1.942], [-2.521, 1.549, 1.868], [-1.932, 2.065, 3.013], [-2.530, 1.846, 4.243], [-1.714, 1.728, 0.304], [-2.715, 1.814, -0.716], [-0.775, 2.829, 0.438], [-0.945, 0.426, 0.157], [-5.264, 0.299, 5.596], [-4.615, 1.839, 6.160], [-3.675, 0.366, 6.360], [-5.218, 0.062, 3.242], [-4.154, 0.447, 1.037], [-1.020, 2.642, 2.932], [-2.073, 2.249, 5.139]]
}

No. 8
{
  "formula": "C4H12NO",
  "method": "ωB97M-V with the def2-TZVPD basis set",
  "relative_energy_kcal_mol": 24.0,
  "homo_lumo_gap_ha": 0.24551,
  "spin_multiplicity": 1,
  "e_lumo_ev": 4.33,
  "total_charge": -1,
  "e_tot_ev": -7879.080,
  "e_homo_ev": -2.35,
  "symbols": ["C", "C", "H", "H", "H", "H", "H", "H", "C", "O", "C", "N", "H", "H", "H", "H", "H", "H"],
  "coordinates": [[-1.234, 2.730, -0.531], [-0.348, 3.017, 0.731], [-1.083, 1.705, -0.962], [-1.094, 3.442, -1.332], [-2.292, 2.812, -0.260], [0.712, 3.013, 0.456], [-0.584, 3.959, 1.216], [-0.543, 2.146, 1.394], [-0.131, -0.984, -0.434], [-0.316, 0.208, 0.190], [0.870, -1.898, 0.366], [1.128, -3.251, -0.266], [-1.092, -1.488, -0.610], [0.296, -0.894, -1.497], [1.826, -1.432, 0.469], [0.393, -2.140, 1.323], [1.775, -3.326, -1.095], [1.376, -3.897, 0.445]]
}